Record 1
Entry from OMol25: one molecule with the formula C3H7OS2 at a distorted geometry (wB97M-V/def2-TZVPD).

Element x y z (Å)
C: 0.097 0.955 0.210
C: 0.171 1.546 -1.219
O: -0.338 0.799 -2.214
C: -0.554 -0.427 0.107
S: -0.308 -1.321 1.677
S: 0.715 -3.036 1.144
H: 1.060 0.868 0.692
H: -0.546 1.505 0.900
H: 1.215 1.763 -1.502
H: -0.345 2.513 -1.222
H: -1.603 -0.471 -0.130
H: -0.065 -0.963 -0.704
H: 0.499 -3.730 2.261

For the highest occupied orbital energy (spin up / spin down), the calculation gives -8.03 / -8.03 eV. Its electronic energy is -26939.7195 eV. The calculation puts the energy above the lowest of the compared OMol25 structures with the same formula, charge and spin at 22.3 kcal/mol. Its multiplicity is 2. For the orbital gap (spin up / spin down), the calculation gives 8.62 / 6.37 eV.



Record 2
Entry from OMol25: a 2-piece molecular cluster, CH5NO2S overall at a distorted geometry (wB97M-V/def2-TZVPD).

Element x y z (Å)
C: -0.517 -1.091 0.713
N: 0.902 1.940 -0.568
O: -1.644 1.883 -0.194
O: -0.043 2.356 1.680
S: -0.409 1.644 0.514
H: 0.484 -0.861 0.499
H: -0.708 -1.287 1.762
H: -1.280 -1.173 -0.005
H: 1.061 1.286 -1.406
H: 1.850 2.209 -0.185

For the highest occupied orbital energy (spin up / spin down), the calculation gives -9.34 / -9.24 eV. Its electronic energy is -17534.8300 eV. The calculation puts the energy above the lowest of the compared OMol25 structures with the same formula, charge and spin at 94.9 kcal/mol. For the orbital gap (spin up / spin down), the calculation gives 7.95 / 8.72 eV.